(1)
Computed, not measured: a molecular structure, C64H68BeN3O4S2, with ωB97M-V/def2-TZVPD.

calculated total energy = -3755.98124 Ha
E_HOMO = -9.26 eV
charge = +1
gap between HOMO and LUMO = 6.45 eV
E_LUMO = -2.8 eV

Element x y z (Å)
S  -1.33  0.95  0.46
S  -0.78  -1.66  -1.73
O  0.70  -2.11  1.44
O  2.37  -2.07  -0.45
O  -0.56  -3.15  -1.67
O  -2.09  -0.32  0.66
N  2.14  -3.68  -2.00
N  2.15  0.29  1.14
N  4.23  -3.04  -1.22
C  1.67  0.74  2.39
C  -3.65  2.13  1.32
C  -0.72  3.27  -2.71
C  0.51  -0.07  -3.53
C  3.25  1.05  0.49
C  -2.32  1.00  -2.18
C  -7.35  0.05  -1.66
C  -0.53  -1.36  -5.75
C  0.24  -5.15  5.06
C  -6.74  -1.17  -1.60
C  2.48  -4.27  4.45
C  -3.02  1.59  -5.81
C  -4.37  3.09  2.02
C  -1.47  0.22  4.48
C  4.62  0.69  1.09
C  5.75  1.48  0.42
C  -4.55  -0.12  -1.88
C  -3.33  -2.63  -1.65
C  -5.21  1.14  -1.94
C  -3.14  -0.22  -1.95
C  2.97  2.57  0.47
C  -2.27  2.22  1.30
C  -3.72  4.11  2.71
C  3.35  0.69  -1.01
C  -0.71  2.69  -1.48
C  4.98  -3.91  -2.10
C  4.25  2.95  -1.63
C  -4.50  5.13  3.50
C  -1.75  -4.71  3.79
C  -3.04  1.02  -4.57
C  5.82  1.11  -1.06
C  -6.57  1.22  -1.83
C  -1.94  -6.11  5.87
C  0.83  0.37  -4.80
C  -1.77  -3.36  1.70
C  -1.53  1.57  -1.22
C  0.35  -3.77  3.10
C  -1.04  -3.94  2.88
C  -1.52  3.31  -5.04
C  2.35  1.64  3.23
C  2.89  -2.92  -1.21
C  5.45  2.98  0.56
C  -0.35  -1.14  -3.38
C  -1.14  -5.31  4.88
C  1.80  2.12  4.41
C  4.48  1.44  -1.72
C  -2.33  4.16  2.68
C  -0.87  -1.81  -4.49
C  0.55  1.69  4.82
C  -2.26  2.75  -6.05
C  -1.60  3.21  1.98
C  -1.52  2.73  -3.75
C  0.62  0.24  -7.31
C  -2.31  1.58  -3.50
C  1.00  -4.40  4.19
C  0.42  0.30  2.87
C  -4.69  -2.54  -1.60
C  4.14  3.33  -0.16
C  1.15  -2.92  2.27
C  -0.13  0.76  4.05
C  -5.33  -1.28  -1.70
C  2.59  3.11  5.23
C  -2.57  -1.46  -1.83
C  0.31  -0.26  -5.92
Be  1.68  -1.12  0.58
H  -1.81  4.94  3.23
H  2.23  -2.97  2.41
H  0.12  2.07  5.74
H  2.07  2.72  -0.13
H  3.51  -0.38  -1.14
H  -3.62  0.12  -4.40
H  -1.24  -3.55  0.77
H  -2.82  -3.58  -1.56
H  -0.92  4.19  -5.21
H  3.07  -4.62  3.61
H  -0.16  -0.42  2.32
H  1.37  1.04  -7.28
H  2.00  3.49  6.06
H  -0.51  3.23  2.00
H  6.70  1.25  0.91
H  -2.98  -6.18  5.58
H  -1.92  0.84  5.26
H  0.71  -5.63  5.91
H  -7.06  2.19  -1.87
H  -5.29  -3.43  -1.48
H  -4.31  5.01  4.57
H  -3.59  1.15  -6.62
H  3.33  3.23  -2.16
H  2.75  2.98  1.45
H  -2.76  -3.79  1.63
H  4.58  -3.87  -3.11
H  -4.15  1.32  0.80
H  -2.26  3.21  -7.03
H  -5.45  3.04  2.04
H  3.34  1.99  2.99
H  3.49  2.65  5.64
H  2.54  -4.39  -2.58
H  2.91  3.96  4.62
H  -0.94  -1.86  -6.62
H  4.78  -0.39  0.95
H  4.65  0.85  2.17
H  -1.88  -5.65  6.86
H  -7.33  -2.07  -1.46
H  -1.54  -2.65  -4.35
H  6.61  1.68  -1.55
H  -5.57  5.02  3.33
H  1.11  -3.57  -1.92
H  -0.28  0.63  -7.78
H  -1.87  -2.28  1.78
H  -2.81  -4.86  3.63
H  5.39  3.26  1.62
H  4.72  -2.43  -0.59
H  3.95  4.40  -0.06
H  1.49  1.22  -4.92
H  -4.62  2.04  -2.06
H  5.07  3.48  -2.11
H  -0.08  3.08  -0.69
H  -1.53  -7.12  5.96
H  2.40  0.93  -1.48
H  -8.42  0.13  -1.58
H  1.00  -0.56  -7.94
H  -0.11  4.14  -2.91
H  -2.16  0.16  3.64
H  4.99  -4.95  -1.76
H  -4.21  6.14  3.23
H  6.01  -3.56  -2.15
H  -1.37  -0.79  4.89
H  4.49  1.12  -2.76
H  2.75  -4.86  5.32
H  0.89  0.43  -2.65
H  2.76  -3.23  4.65
H  6.07  0.05  -1.17
H  6.27  3.56  0.12

Löwdin atomic charge list, values in e, 5 entries: 1.012 1.045 -0.002 0.029 -0.510

(2)
Computed, not measured: a single C5H11NO2 molecule, with ωB97M-V/def2-TZVPD.

calculated total energy = -402.34733 Ha
SMILES string = C[C@H](O)CCNC=O
E_HOMO = -9.89 eV
gap between HOMO and LUMO = 10.67 eV
E_LUMO = 0.8 eV

Element x y z (Å)
O  1.62  -1.34  1.93
O  -1.62  3.33  -0.67
N  -1.39  1.07  -0.77
C  -0.93  2.34  -0.77
C  1.45  -2.67  -0.02
C  -0.53  -0.09  -0.90
C  -0.25  -0.82  0.42
C  1.21  -1.30  0.56
H  1.83  -0.58  0.02
H  -2.38  0.95  -0.61
H  1.24  -0.59  2.41
H  0.16  2.38  -0.89
H  0.39  0.26  -1.36
H  -0.96  -1.62  0.61
H  -0.40  -0.09  1.22
H  -0.98  -0.76  -1.65
H  0.62  -3.36  0.12
H  1.60  -2.60  -1.09
H  2.33  -3.15  0.39

Löwdin atomic charge list, values in e, 5 entries: -0.042 0.017 0.017 -0.379 -0.046

Repeat the second record exactly.
Computed, not measured: a single C5H11NO2 molecule, with ωB97M-V/def2-TZVPD.

calculated total energy = -402.34733 Ha
SMILES string = C[C@H](O)CCNC=O
E_HOMO = -9.89 eV
gap between HOMO and LUMO = 10.67 eV
E_LUMO = 0.8 eV

Element x y z (Å)
O  1.62  -1.34  1.93
O  -1.62  3.33  -0.67
N  -1.39  1.07  -0.77
C  -0.93  2.34  -0.77
C  1.45  -2.67  -0.02
C  -0.53  -0.09  -0.90
C  -0.25  -0.82  0.42
C  1.21  -1.30  0.56
H  1.83  -0.58  0.02
H  -2.38  0.95  -0.61
H  1.24  -0.59  2.41
H  0.16  2.38  -0.89
H  0.39  0.26  -1.36
H  -0.96  -1.62  0.61
H  -0.40  -0.09  1.22
H  -0.98  -0.76  -1.65
H  0.62  -3.36  0.12
H  1.60  -2.60  -1.09
H  2.33  -3.15  0.39

Löwdin atomic charge list, values in e, 5 entries: -0.042 0.017 0.017 -0.379 -0.046